(1)
The molecule CH4N2OS at a distorted geometry, computed with wB97M-V/def2-TZVPD.

Cartesian coordinates (Å):
S1 -0.6029 -0.6920 0.3495
O1 -0.2708 -0.7210 -1.0892
N1 -1.9271 0.6848 0.3505
N2 1.9444 -0.0038 0.0685
C1 1.3120 -0.1320 1.1803
H1 1.4022 -0.1016 -0.8193
H2 2.8960 0.1840 0.0532
H3 -2.7122 -0.0068 0.5615
H4 -2.0417 0.7884 -0.6550

Properties
Orbital gap ... 8.95 eV
Spin multiplicity ... 1
SMILES string ... NC#S(N)=O

***

(2)
The molecule CH4N2OS at a distorted geometry, computed with wB97M-V/def2-TZVPD.

Cartesian coordinates (Å):
S1 3.1472 0.1697 -0.0040
O1 0.5354 -0.2045 0.4539
N1 -1.6852 0.3898 0.2292
N2 -0.7996 -0.6026 -0.0965
C1 1.5746 -0.0807 -0.3834
H1 1.1881 -0.1731 -1.3847
H2 -1.0581 -1.4412 0.6133
H3 -1.3452 0.7526 1.0365
H4 -1.5572 1.1900 -0.4644

Properties
Orbital gap ... 9.36 eV
Spin multiplicity ... 1
SMILES string ... NNOC=S

***

(3)
The molecule CH4N2OS at a distorted geometry, computed with wB97M-V/def2-TZVPD.

Cartesian coordinates (Å):
S1 2.3835 0.2310 0.1018
O1 0.1113 -1.5861 0.0753
N1 0.6651 0.5686 0.0186
N2 -1.4931 0.0620 0.0406
C1 -0.2019 -0.4093 0.1054
H1 0.2479 1.5563 -0.0241
H2 -1.9255 0.8524 0.5207
H3 2.4245 -0.6159 -0.9374
H4 -2.2118 -0.6591 0.0991

Properties
Orbital gap ... 9.77 eV
Spin multiplicity ... 1
SMILES string ... NC(=O)NS

***

(4)
A cluster of 2 separate species, CH4N2OS in total at a distorted geometry, computed with wB97M-V/def2-TZVPD.

Cartesian coordinates (Å):
S1 1.8224 1.0633 0.2522
O1 3.2221 0.6905 0.3187
N1 -1.1593 0.3450 -0.6009
N2 -1.6351 -0.1320 0.5524
C1 0.8163 0.0072 -0.5026
H1 -1.2398 0.5028 1.2308
H2 -1.3098 -0.3577 -1.3372
H3 -1.3660 -1.1210 0.7379
H4 0.8493 -0.9980 -0.6513

Properties
Orbital gap (spin up / spin down) ... 6.65 / 7.15 eV
Spin multiplicity ... 3
<S²> ... 2.0426

***

(5)
A cluster of 2 separate species, CH4N2OS2 in total at a distorted geometry, computed with wB97M-V/def2-TZVPD.

Cartesian coordinates (Å):
S1 -1.1098 1.1714 1.3658
S2 1.5386 1.3171 -0.1862
O1 -0.9107 -1.7344 -0.5844
N1 0.4548 0.1730 -0.8991
N2 -0.3429 -0.4607 1.2962
C1 -0.3102 -0.7708 -0.2194
H1 -2.2797 1.0340 0.6760
H2 2.9643 0.5171 -1.3838
H3 0.7818 -0.1383 -1.9700
H4 -0.7862 -1.1084 1.9051

Properties
Orbital gap ... 7.54 eV
Spin multiplicity ... 1

***

(6)
A cluster of 2 separate species, CH4N2P2 in total at a distorted geometry, computed with wB97M-V/def2-TZVPD.

Cartesian coordinates (Å):
P1 -1.8458 0.2120 -0.8435
P2 -0.4871 0.9219 0.7112
N1 1.1181 0.9102 -0.0339
N2 -0.7061 -2.0448 0.5056
C1 -0.8926 -0.8523 0.2025
H1 -0.0948 -2.3371 1.3176
H2 1.3433 1.8776 -0.2779
H3 -0.2221 0.6492 -2.2634
H4 1.7870 0.6634 0.6818

Properties
Orbital gap ... 7.07 eV
Spin multiplicity ... 1

***

(7)
The molecule CH4N2S at a distorted geometry, computed with wB97M-V/def2-TZVPD.

Cartesian coordinates (Å):
S1 -2.1388 0.1835 -0.1453
N1 -0.7417 -0.3386 0.3832
N2 0.8872 0.9765 -0.0908
C1 0.4319 -0.3054 -0.4949
H1 1.4197 0.9113 0.7717
H2 0.1845 -0.3222 -1.5580
H3 1.0665 -1.1672 -0.2494
H4 -2.6502 0.5520 1.0607

Properties
Orbital gap (spin up / spin down) ... 9.34 / 8.11 eV
Spin multiplicity ... 1

***

(8)
The molecule CH4N2S2 at a distorted geometry, computed with wB97M-V/def2-TZVPD.

Cartesian coordinates (Å):
S1 0.7912 1.2110 1.4529
S2 0.2413 0.8929 -1.9456
N1 0.7483 -0.6147 1.2487
N2 -0.6458 -0.3603 -0.8111
C1 -0.0104 -0.9519 0.3152
H1 0.0073 -2.0293 0.2680
H2 1.1300 0.8417 2.7653
H3 -1.3842 -0.9122 -1.2908
H4 -0.8777 1.9227 -2.0026

Properties
Orbital gap ... 8.65 eV
Spin multiplicity ... 1
SMILES string ... S/N=C\NS

***

(9)
The ion CH4N3 with charge +1 at a distorted geometry, computed with wB97M-V/def2-TZVPD.

Cartesian coordinates (Å):
N1 -1.7437 0.3836 0.1964
N2 1.5084 0.3043 0.1020
N3 -0.7701 -0.3786 -0.2813
C1 0.4654 0.0048 -0.4841
H1 -2.7027 0.0890 0.3361
H2 -0.8449 -1.3165 -0.8199
H3 2.2884 0.9123 -0.1562
H4 1.7992 0.0010 1.1070

Properties
Charge ... +1
Orbital gap (spin up / spin down) ... 8.72 / 8.74 eV
Spin multiplicity ... 1

***

(10)
The ion CH4N3 with charge +1 at a distorted geometry, computed with wB97M-V/def2-TZVPD.

Cartesian coordinates (Å):
N1 0.9077 0.3084 -0.0281
N2 -2.5370 0.1108 -0.0115
N3 -1.4431 0.0855 0.0606
C1 -0.3552 -0.4659 -0.0623
H1 1.0486 0.8326 0.8511
H2 1.7024 -0.3332 -0.1445
H3 0.9430 0.9856 -0.8085
H4 -0.2662 -1.5239 0.1432

Properties
Charge ... +1
Orbital gap ... 9.30 eV
Spin multiplicity ... 1

***

(11)
The ion CH4N3O with charge +1 at a distorted geometry, computed with wB97M-V/def2-TZVPD.

Cartesian coordinates (Å):
O1 -1.5367 -1.4185 1.9889
N1 -1.1991 0.1709 -0.0994
N2 -0.3872 -1.1737 1.7583
N3 1.1616 -0.2223 0.3194
C1 -0.1545 -0.3994 0.5038
H1 -0.8621 0.4762 -0.9981
H2 1.8438 -0.8634 0.7097
H3 1.5480 0.0763 -0.5658
H4 -2.1572 -0.1283 -0.1461

Properties
Charge ... +1
Orbital gap (spin up / spin down) ... 8.52 / 8.52 eV
Spin multiplicity ... 1
SMILES string ... NC(=[NH2+])N=O

***

(12)
A cluster of 2 separate species, CH4N3O in total at a distorted geometry, computed with wB97M-V/def2-TZVPD.

Cartesian coordinates (Å):
O1 0.2852 -1.2294 -0.1274
N1 -1.2386 0.4743 0.0853
N2 2.0695 0.6157 -0.0154
N3 3.0452 1.1006 0.0107
C1 -0.9192 -0.7938 0.1257
H1 1.0347 -0.4284 -0.0688
H2 -0.4160 1.0626 -0.0860
H3 -2.1891 0.7325 -0.1121
H4 -1.6718 -1.5342 0.1880

Properties
Charge ... +1
Orbital gap ... 12.85 eV
Spin multiplicity ... 1

***

(13)
The ion CH4N3OS with charge +1 at a distorted geometry, computed with wB97M-V/def2-TZVPD.

Cartesian coordinates (Å):
S1 -2.6595 0.1433 -0.1689
O1 -1.9150 -1.6162 0.0767
N1 -0.7058 -1.5992 0.2183
N2 1.5948 -0.8635 -0.0156
N3 -1.6626 1.1279 0.4359
C1 0.3280 -1.0525 0.0919
H1 -2.0620 0.2961 -1.5009
H2 2.2211 -0.6065 0.7206
H3 2.2329 -0.7402 -0.7732
H4 -1.7153 1.6815 1.2899

Properties
Charge ... +1
Orbital gap ... 9.95 eV
Spin multiplicity ... 1

***

(14)
A structure of composition CH4N3OS at a distorted geometry, computed with wB97M-V/def2-TZVPD.

Cartesian coordinates (Å):
S1 2.7707 0.2652 -0.1160
O1 2.2964 -1.1789 -0.1207
N1 -0.2712 -1.2426 0.5631
N2 -1.6413 0.6565 0.0426
N3 1.6628 0.8833 0.6500
C1 -0.9593 -0.2866 0.2024
H1 -0.7894 -2.1291 0.8966
H2 1.5649 1.7599 1.0915
H3 -2.4408 1.2890 -0.0021
H4 0.9637 -1.2955 0.2403

Properties
Charge ... +1
Orbital gap ... 9.57 eV
Spin multiplicity ... 1

***

(15)
A cluster of 2 separate species, CH4N3P in total at a distorted geometry, computed with wB97M-V/def2-TZVPD.

Cartesian coordinates (Å):
P1 -1.1948 -0.5571 -0.9282
N1 -2.7656 1.4090 0.4618
N2 -0.8940 -1.7453 0.2487
N3 1.0169 1.3978 -0.7917
C1 -2.0336 0.6531 0.0114
H1 -1.2016 -2.6708 0.2248
H2 -0.7351 -1.4234 1.1443
H3 1.9361 0.9991 -0.8724
H4 0.7552 1.6263 0.1370

Properties
Orbital gap (spin up / spin down) ... 9.57 / 7.53 eV
Spin multiplicity ... 1

***

(16)
A cluster of 2 separate species, CH4N3P in total at a distorted geometry, computed with wB97M-V/def2-TZVPD.

Cartesian coordinates (Å):
P1 -1.1873 -0.4055 -0.1109
N1 1.3238 0.5980 -0.0242
N2 0.2571 -1.3514 0.2739
N3 1.3781 -0.6551 0.1137
C1 -0.0444 1.1552 -0.2869
H1 -0.3202 1.9308 0.4649
H2 -0.1274 1.6213 -1.2026
H3 -1.7104 -0.3462 1.3099
H4 0.4306 -2.5472 -0.5378

Properties
Orbital gap ... 8.93 eV
Spin multiplicity ... 1

***

(17)
The ion CH4N3S with charge +1 at a distorted geometry, computed with wB97M-V/def2-TZVPD.

Cartesian coordinates (Å):
S1 2.0245 -0.9332 -0.0329
N1 -1.7433 -0.5072 -0.4600
N2 -0.4669 0.3944 -0.0966
N3 -2.7421 -0.7334 0.0465
C1 0.8332 0.4786 -0.2401
H1 -3.2026 -0.7229 0.9550
H2 1.0025 0.9761 0.7505
H3 1.2082 1.1736 -1.0090
H4 3.0865 -0.1261 0.0867

Properties
Charge ... +1
Orbital gap (spin up / spin down) ... 6.52 / 6.79 eV
Spin multiplicity ... 1
SMILES string ... N=[N+]=NCS

***

(18)
The molecule CH4N4O at a distorted geometry, computed with wB97M-V/def2-TZVPD.

Cartesian coordinates (Å):
O1 -0.8074 1.0554 -0.6790
N1 2.7090 0.2146 -0.3145
N2 0.9017 -0.1690 0.4793
N3 1.7306 -0.6374 -0.5823
N4 2.0870 0.9322 0.5268
C1 -0.4797 0.1171 0.3031
H1 -0.8633 0.4041 1.2936
H2 -0.9444 -0.8211 -0.0229
H3 -0.4784 1.9302 -0.4353
H4 1.8427 -1.6139 -0.8259

Properties
Orbital gap ... 10.81 eV
Spin multiplicity ... 1
SMILES string ... OCn1nn[nH]1

***

(19)
The molecule CH4N4S at a distorted geometry, computed with wB97M-V/def2-TZVPD.

Cartesian coordinates (Å):
S1 -2.1736 0.4148 -0.5893
N1 -0.3714 1.0429 0.9788
N2 0.2232 0.0302 0.3678
N3 1.5798 -0.1179 0.2892
N4 -1.4760 1.4077 0.6017
C1 -0.5524 -0.5045 -0.7847
H1 -0.2655 -0.3435 -1.7776
H2 -0.7660 -1.4771 -0.6389
H3 1.6860 -1.0335 0.7595
H4 2.1159 0.5808 0.7934

Properties
Orbital gap ... 9.00 eV
Spin multiplicity ... 1
SMILES string ... NN1CSN=N1

***

(20)
The ion CH4NO with charge -1, computed with wB97M-V/def2-TZVPD.

Cartesian coordinates (Å):
O1 -0.3807 0.9406 -1.1565
N1 -0.3186 -0.5429 0.7447
C1 0.4023 0.2009 -0.4062
H1 -1.1469 -0.9093 0.2666
H2 0.9715 -0.6466 -0.8753
H3 -0.7448 0.2243 1.2627
H4 1.2171 0.7330 0.1640

Properties
Charge ... -1
Orbital gap ... 7.66 eV
Spin multiplicity ... 1
SMILES string ... NC[O-]

***

Relative energy (zero: lowest compared OMol25 entry of this formula, charge and spin)
In order: 394.83; 368.66; 55.45; 377.35; 374.51; 296.50; 397.91; 263.35; 473.55; 269.22; 305.97; 16.14; 477.91; 188.68; 300.53; 394.42; 490.05; 277.51; 216.93; 2.52
Unit: kJ/mol
Molecular weight
In order: 92.1; 92.1; 92.1; 92.1; 124.2; 106.0; 76.1; 108.2; 58.1; 58.1; 74.1; 74.1; 106.1; 106.1; 89.0; 89.0; 90.1; 88.1; 104.1; 46.0
Unit: Da
E
In order: -623.3088; -623.3188; -623.4381; -623.1668; -1021.4850; -832.5719; -548.0603; -946.2862; -204.3254; -204.4032; -279.6563; -279.7667; -677.7348; -677.8449; -546.0079; -545.9721; -602.4347; -334.6141; -657.5930; -170.4791
Unit: hartree